# 1
Here is C4H4N2O2 in the gas phase in a non-equilibrium geometry from the OMol25 dataset. Energies are from the ωB97M-V functional and the def2-TZVPD basis.

```
12
Properties=species:S:1:pos:R:3:forces:R:3
H 0.736905 2.204369 -1.523925 -1.44 -0.26 -0.49
N 0.224676 2.190871 -0.640123 1.06 -0.49 1.44
C -0.143357 1.109709 -0.119743 1.96 0.49 1.37
C 0.001335 0.990569 1.479471 -2.27 1.99 -1.25
N -0.356143 1.316858 2.535352 0.82 -0.83 -0.56
C -0.438427 -0.228967 -0.662389 -0.08 0.20 -0.17
C 0.600458 -1.204799 -0.130908 1.01 -0.97 -1.90
O 1.755214 -1.208902 -0.524638 -2.13 0.18 1.23
O 0.043190 -2.275209 0.472604 0.76 -0.71 0.90
H -1.442274 -0.515023 -0.332936 0.13 -0.04 -0.12
H -0.393335 -0.229790 -1.755883 0.00 -0.06 0.18
H -0.588241 -2.149685 1.203118 0.18 0.51 -0.62
```
Positions in Å, forces in eV/Å.

The energy above the lowest of the compared OMol25 structures with the same formula, charge and spin comes out at 65.4 kcal per mole. The highest occupied orbital energy comes out at -10.64 eV. Its HOMO-LUMO gap is 9.98 eV. The calculated total energy comes out at -414.74199 Ha. The max |F| comes out at 3.27 eV/Å. The net charge is 0. As for the SMILES: [H]/N=C(/C#N)CC(=O)O.

Population analysis type Löwdin, resulting atomic charges in e:
1 H 0.09
2 N 0.17
3 C -0.35
4 C -0.12
5 N 0.15
6 C -0.08
7 C -0.52
8 O 0.13
9 O 0.10
10 H 0.13
11 H 0.14
12 H 0.13

# 2
Here is C4H4N2O2 in the gas phase in a non-equilibrium geometry from the OMol25 dataset. Energies are from the ωB97M-V functional and the def2-TZVPD basis.

```
12
Properties=species:S:1:pos:R:3:forces:R:3
O 2.923555 0.161356 0.263892 -4.59 1.89 -2.08
N 1.826456 -0.687589 -0.199254 4.12 -2.97 1.48
C 0.706619 -0.194894 -0.392030 -0.97 -0.83 0.04
C -0.443438 -1.186839 -0.236983 0.44 -2.19 1.83
C -1.726713 -0.779534 0.002343 6.84 -3.28 -1.27
O -1.776231 0.491863 0.094423 -2.25 5.26 0.02
C -0.759555 1.322053 -0.039770 5.77 -2.04 -2.12
N 0.577965 1.191622 -0.397924 -7.45 -0.29 1.84
H 2.326739 1.017141 0.143629 2.70 -1.12 0.79
H -0.050614 -2.185984 0.263846 -1.00 1.76 -2.11
H -2.509752 -1.358734 0.308064 -2.09 -1.08 0.63
H -1.095033 2.209541 0.189764 -1.51 4.88 0.95
```
Positions in Å, forces in eV/Å.

The energy above the lowest of the compared OMol25 structures with the same formula, charge and spin comes out at 142.9 kcal per mole. The highest occupied orbital energy comes out at -8.57 eV. Its HOMO-LUMO gap is 8.30 eV. The calculated total energy comes out at -414.61846 Ha. The max |F| comes out at 7.69 eV/Å. The net charge is 0. As for the SMILES: O/N=c1/ccocn1.

Population analysis type Löwdin, resulting atomic charges in e:
1 O -0.08
2 N 0.02
3 C -0.44
4 C 0.04
5 C -0.13
6 O 0.05
7 C -0.07
8 N 0.16
9 H 0.09
10 H 0.16
11 H 0.10
12 H 0.09

# 3
Here is C4H4N2O2 in the gas phase in a non-equilibrium geometry from the OMol25 dataset. Energies are from the ωB97M-V functional and the def2-TZVPD basis.

```
12
Properties=species:S:1:pos:R:3:forces:R:3
H -3.087420 -0.420611 -0.731874 0.54 -0.43 0.07
N -2.277917 0.127608 -1.021194 1.71 -0.08 2.41
C -1.195558 0.011118 -0.273804 -3.45 -0.83 -2.12
N -0.219877 0.899591 -0.544693 3.50 5.71 -1.46
C 1.040171 0.746820 0.052906 0.14 -0.87 1.87
O 2.027694 1.480339 0.116153 -2.59 -1.38 -0.72
C 0.798609 -0.614716 0.838734 1.96 2.81 2.10
O 0.535268 -1.655922 0.047354 -1.87 -2.38 -0.58
C -0.616527 -1.005818 0.714140 1.06 1.72 -1.01
H -0.334994 1.914887 -1.002066 -0.34 -3.50 0.92
H 1.382947 -0.794969 1.789373 -0.55 0.26 -1.15
H -1.139853 -1.309463 1.605863 -0.11 -1.04 -0.34
```
Positions in Å, forces in eV/Å.

The energy above the lowest of the compared OMol25 structures with the same formula, charge and spin comes out at 66.3 kcal per mole. The highest occupied orbital energy comes out at -9.97 eV. Its HOMO-LUMO gap is 10.49 eV. The calculated total energy comes out at -414.74047 Ha. The max |F| comes out at 6.86 eV/Å. The net charge is 0. As for the SMILES: [H]/N=C1/NC(=O)[C@@H]2O[C@H]12.

Population analysis type Löwdin, resulting atomic charges in e:
1 H 0.04
2 N 0.13
3 C -0.35
4 N 0.11
5 C -0.32
6 O 0.08
7 C -0.24
8 O 0.06
9 C -0.07
10 H 0.24
11 H 0.17
12 H 0.15

# 4
Here is C4H4N2O2 as an isolated structure in a non-equilibrium geometry from the OMol25 dataset. Energies are from the ωB97M-V functional and the def2-TZVPD basis.

```
12
Properties=species:S:1:pos:R:3:forces:R:3
C -1.146203 1.324003 1.015950 -3.44 1.87 -4.36
C 0.114277 -1.246885 -0.717709 2.19 2.46 -2.17
C 1.559778 -1.334352 -1.043922 -4.01 -2.01 1.15
C 2.703285 -1.550372 -1.131479 7.16 -0.30 -1.35
H -0.854165 1.387949 2.828885 1.78 -0.71 -2.00
H -2.169114 2.216701 1.094125 2.94 -3.04 -0.56
H -2.003394 0.713130 -0.716938 3.19 -0.54 -0.04
H 3.863956 -1.578493 -1.351306 -3.34 -0.06 0.76
N -0.388953 1.012605 1.905982 0.27 0.10 5.45
N -0.977393 0.846550 -0.350879 -4.05 2.18 0.78
O 0.140529 0.123983 -0.759050 -1.98 1.47 1.56
O -0.842603 -1.914819 -0.773660 -0.72 -1.42 0.79
```
Positions in Å, forces in eV/Å.

The energy above the lowest of the compared OMol25 structures with the same formula, charge and spin comes out at 160.8 kcal per mole. The highest occupied orbital energy comes out at -9.65 eV. Its HOMO-LUMO gap is 10.23 eV. The calculated total energy comes out at -414.58988 Ha. The max |F| comes out at 7.29 eV/Å. The net charge is 0.

Population analysis type Löwdin, resulting atomic charges in e:
1 C -0.36
2 C -0.47
3 C -0.04
4 C 0.12
5 H 0.10
6 H 0.20
7 H 0.17
8 H 0.11
9 N 0.07
10 N -0.04
11 O -0.03
12 O 0.18

# 5
Here is a 2-piece molecular cluster, C4H4N2O2S overall in a non-equilibrium geometry from the OMol25 dataset. Energies are from the ωB97M-V functional and the def2-TZVPD basis.

```
13
Properties=species:S:1:pos:R:3:forces:R:3
H -0.206726 -2.404690 -1.393816 0.06 -0.13 -0.11
N -0.384773 -1.412994 -1.342937 -0.83 -0.05 -0.56
C 0.411245 -0.823884 -0.594280 1.51 -1.73 0.61
O 0.332135 0.452764 -0.297655 -0.63 1.71 -0.25
C 1.335683 0.916748 0.501778 0.46 -1.00 -0.07
C 2.260754 0.005823 0.858357 -0.82 2.83 1.31
S 1.867911 -1.531656 0.249203 -0.30 -0.75 -0.43
H 1.201423 1.941149 0.783556 0.17 0.18 0.14
H 2.858366 0.362646 1.710394 0.37 -1.03 -0.71
N -3.673962 -0.184402 -0.063382 -1.72 1.92 -2.06
C -2.837319 -0.815120 0.483629 0.03 0.71 0.26
O -2.138698 -1.410876 1.186407 0.90 -0.98 0.53
H -3.868036 0.568133 -0.764455 0.80 -1.67 1.34
```
Positions in Å, forces in eV/Å.

The energy above the lowest of the compared OMol25 structures with the same formula, charge and spin comes out at 40.4 kcal per mole. The highest occupied orbital energy comes out at -8.45 eV. Its HOMO-LUMO gap is 9.16 eV. The calculated total energy comes out at -812.96461 Ha. The max |F| comes out at 3.30 eV/Å. The net charge is 0. As for the SMILES: [H]/N=c1/occs1.N=C=O.

Population analysis type Löwdin, resulting atomic charges in e:
1 H 0.06
2 N 0.12
3 C -0.73
4 O -0.01
5 C -0.19
6 C -0.44
7 S 1.00
8 H 0.12
9 H 0.09
10 N 0.19
11 C -0.47
12 O 0.14
13 H 0.12

# 6
Here is C4H4N2O3 in the gas phase in a non-equilibrium geometry from the OMol25 dataset. Energies are from the ωB97M-V functional and the def2-TZVPD basis.

```
13
Properties=species:S:1:pos:R:3:forces:R:3
C 0.118117 -0.294059 1.713505 -4.00 2.00 -1.91
C 0.532048 -0.474242 0.312481 -1.38 1.49 -3.35
O 1.553696 -1.264577 0.063490 -0.99 -0.14 -0.25
C -0.346906 0.265957 -1.163046 3.40 -3.23 6.84
C 0.208931 0.010358 -2.362231 0.95 -1.21 -2.53
N 0.684089 -0.411113 -3.333962 -0.12 0.51 0.50
N -1.229430 1.219380 -0.817940 -0.53 1.65 -1.31
O -1.704920 1.841059 -1.777774 -0.24 -0.16 0.53
O -1.480955 1.453525 0.353371 -0.44 0.14 0.76
H -1.068854 -0.192591 1.759147 2.43 -0.95 0.00
H 0.637793 -0.874633 2.363069 1.04 -2.59 1.84
H 0.294388 0.674541 2.145745 0.39 1.13 -0.64
H 1.802003 -1.953605 0.744145 -0.51 1.35 -0.47
```
Positions in Å, forces in eV/Å.

The energy above the lowest of the compared OMol25 structures with the same formula, charge and spin comes out at 179.1 kcal per mole. The highest occupied orbital energy (spin up / spin down) comes out at -9.03 / -9.03 eV. Its HOMO-LUMO gap (spin up / spin down) is 7.52 / 7.53 eV. The calculated total energy comes out at -489.79846 Ha. The max |F| comes out at 8.29 eV/Å. The net charge is 0. As for the SMILES: C/C(O)=C(/C#N)[N+](=O)[O-].

Population analysis type Löwdin, resulting atomic charges in e:
1 C -0.03
2 C -0.06
3 O 0.12
4 C -0.07
5 C -0.25
6 N 0.17
7 N -0.44
8 O 0.06
9 O 0.01
10 H 0.16
11 H 0.05
12 H 0.10
13 H 0.17

# 7
Here is C4H4N2O6S as an isolated structure in a non-equilibrium geometry from the OMol25 dataset. Energies are from the ωB97M-V functional and the def2-TZVPD basis.

```
17
Properties=species:S:1:pos:R:3:forces:R:3
C -1.079897 0.921068 1.296130 2.13 2.31 5.17
C -2.645107 0.640464 -0.671299 -1.44 -0.81 -3.76
C -0.044600 0.784814 0.204161 0.63 -3.09 0.78
C -0.100758 -0.584824 -0.562440 1.85 -1.91 -1.31
N -2.402155 1.774577 0.161014 -0.69 2.14 0.38
N -2.493303 -0.451275 0.201419 -1.51 1.24 -0.47
O -2.413825 2.911911 -0.194317 -0.31 -0.56 -0.65
O -0.898224 1.649697 2.284509 -0.12 -1.68 -2.38
O -1.969156 -0.108415 1.473447 -1.07 -0.21 -0.80
O -2.898841 0.647250 -1.886033 0.82 -0.21 3.80
O -2.095008 -2.299019 -1.536543 0.06 -0.09 0.65
O -1.501643 -2.429085 0.959613 0.36 -1.76 -0.61
S -1.613488 -1.789231 -0.299353 2.51 2.27 -0.12
H -0.335950 1.440889 -0.549648 0.72 1.80 -0.98
H 1.016062 0.833453 0.616936 -1.71 0.69 -0.44
H -0.085204 -0.233879 -1.639792 -0.30 -1.29 0.96
H 0.866032 -1.226965 -0.398664 -1.93 1.15 -0.20
```
Positions in Å, forces in eV/Å.

The energy above the lowest of the compared OMol25 structures with the same formula, charge and spin comes out at 0.0 kcal per mole. The highest occupied orbital energy (spin up / spin down) comes out at -10.71 / -10.43 eV. Its HOMO-LUMO gap (spin up / spin down) is 7.56 / 7.62 eV. The calculated total energy comes out at -1113.69504 Ha. The max |F| comes out at 6.05 eV/Å. The net charge is 0.

Population analysis type Löwdin, resulting atomic charges in e:
1 C -0.55
2 C -0.42
3 C -0.07
4 C -0.14
5 N 0.01
6 N -0.09
7 O 0.21
8 O 0.10
9 O 0.03
10 O 0.16
11 O -0.23
12 O -0.24
13 S 0.73
14 H 0.09
15 H 0.17
16 H 0.11
17 H 0.13

# 8
Here is C4H4N2OS in the gas phase in a non-equilibrium geometry from the OMol25 dataset. Energies are from the ωB97M-V functional and the def2-TZVPD basis.

```
12
Properties=species:S:1:pos:R:3:forces:R:3
H 2.619667 0.260598 0.121224 0.22 2.13 0.25
N 2.545896 -0.715254 0.118745 -4.19 -3.54 -0.49
C 1.274273 -1.037103 0.042835 2.16 2.69 -0.16
N 0.148623 -0.102872 0.057266 0.64 -2.05 -0.55
C -1.148163 -0.628354 -0.071262 1.23 0.44 0.61
C -1.995292 0.363543 0.044016 -0.93 0.83 -0.72
O -1.255613 1.528532 0.224372 -0.43 0.12 -0.89
C 0.074608 1.234745 0.042755 -0.86 0.31 1.19
S 1.229349 2.342796 -0.042086 0.84 0.82 -0.07
H 0.787376 -1.996404 -0.121003 1.08 -0.41 0.33
H -1.219290 -1.656018 -0.173445 -0.65 -1.61 -0.31
H -3.061434 0.405790 -0.243413 0.88 0.28 0.81
```
Positions in Å, forces in eV/Å.

The energy above the lowest of the compared OMol25 structures with the same formula, charge and spin comes out at 36.3 kcal per mole. The highest occupied orbital energy comes out at -8.77 eV. Its HOMO-LUMO gap is 9.07 eV. The calculated total energy comes out at -737.71169 Ha. The max |F| comes out at 5.51 eV/Å. The net charge is 0. As for the SMILES: [H]/N=C\n1ccoc1=S.

Population analysis type Löwdin, resulting atomic charges in e:
1 H -0.06
2 N 0.13
3 C -0.13
4 N -0.05
5 C -0.05
6 C -0.06
7 O -0.01
8 C -0.87
9 S 0.75
10 H 0.11
11 H 0.10
12 H 0.14

# 9
Here is C4H4N2S in the gas phase in a non-equilibrium geometry from the OMol25 dataset. Energies are from the ωB97M-V functional and the def2-TZVPD basis.

```
11
Properties=species:S:1:pos:R:3:forces:R:3
C -0.603819 -1.305420 0.222099 1.65 -0.07 -0.91
C 0.332752 0.744066 0.071947 0.61 0.57 -0.81
C 1.692965 0.288745 0.055388 -0.11 -0.91 -0.16
C -0.693850 -0.138658 -0.665674 3.41 1.57 -1.54
N 0.388306 -1.558400 0.927042 0.61 0.01 0.18
N 0.090811 1.741773 0.819836 -0.06 0.19 0.43
S 3.217354 0.133594 -0.182210 -0.99 0.23 0.15
H -1.473377 -1.836841 0.231556 -2.38 -2.24 0.51
H -0.382328 -0.106601 -1.797495 -0.58 -0.96 2.04
H -1.657829 0.246351 -0.619666 -1.69 1.09 0.13
H -0.910983 1.791392 0.937179 -0.47 0.53 -0.02
```
Positions in Å, forces in eV/Å.

The energy above the lowest of the compared OMol25 structures with the same formula, charge and spin comes out at 117.4 kcal per mole. The highest occupied orbital energy (spin up / spin down) comes out at -7.54 / -9.23 eV. Its HOMO-LUMO gap (spin up / spin down) is 6.75 / 8.63 eV. The calculated total energy comes out at -662.33849 Ha. The max |F| comes out at 4.06 eV/Å. The net charge is 0.

Population analysis type Löwdin, resulting atomic charges in e:
1 C -0.31
2 C -0.52
3 C -0.57
4 C -0.12
5 N 0.19
6 N 0.15
7 S 0.81
8 H 0.07
9 H 0.16
10 H 0.08
11 H 0.05

# 10
Here is C4H4N2S in the gas phase in a non-equilibrium geometry from the OMol25 dataset. Energies are from the ωB97M-V functional and the def2-TZVPD basis.

```
11
Properties=species:S:1:pos:R:3:forces:R:3
C 1.196293 1.128300 -0.080192 -0.99 -0.13 0.18
C 1.325710 -0.330210 -0.105600 -1.13 0.23 -0.43
C -1.336028 0.217339 -0.140384 1.54 0.37 -0.39
C 1.913736 -1.507299 0.035930 3.17 3.09 1.38
N 0.117175 0.353351 -0.361050 0.87 -1.74 0.51
N -1.769066 1.472093 0.017435 -3.01 -1.57 0.18
S -2.072221 -1.235441 -0.091862 0.20 0.51 -0.08
H 1.408221 -2.383802 -0.157709 -0.71 -1.88 -0.07
H 3.013752 -1.391595 0.463736 -2.40 -0.84 -1.29
H -1.005954 2.076879 0.156939 0.25 1.75 0.35
H -2.791622 1.600381 0.262762 2.21 0.22 -0.34
```
Positions in Å, forces in eV/Å.

The energy above the lowest of the compared OMol25 structures with the same formula, charge and spin comes out at 110.6 kcal per mole. The highest occupied orbital energy comes out at -9.35 eV. Its HOMO-LUMO gap is 8.60 eV. The calculated total energy comes out at -662.34946 Ha. The max |F| comes out at 4.63 eV/Å. The net charge is 0.

Population analysis type Löwdin, resulting atomic charges in e:
1 C 0.14
2 C -0.33
3 C -0.90
4 C 0.04
5 N -0.07
6 N 0.11
7 S 0.67
8 H 0.02
9 H 0.11
10 H 0.07
11 H 0.15